[1]
The following is a quantum chemistry calculation of a 8-piece molecular cluster, C3H23O8 overall at a distorted geometry, from the Open Molecules 2025 dataset.

Properties
LUMO level   -2.73 eV
Relative energy (zero: lowest compared OMol25 entry of this formula, charge and spin)   0.0 kcal per mole
HOMO-LUMO gap   10.898 eV
F_max   2.2 eV/Å
Charge   +1

Each line ends with the Löwdin charge.
CARTESIAN COORDINATES (ANGSTROEM)
O (-0.391, -0.338, 2.018)  0.2207
H (0.066, -0.715, 2.773)  0.0527
H (-0.498, 0.615, 2.071)  0.0633
H (-0.010, -0.658, 1.197)  0.0548
O (0.998, -0.617, -0.056)  -0.0247
H (1.193, -1.464, -0.455)  0.0903
H (0.964, -0.006, -0.792)  0.0303
O (-0.405, 0.993, 4.263)  -0.0205
H (-0.589, 1.887, 4.553)  0.0619
H (-0.067, 0.553, 5.043)  0.0492
O (3.167, 1.025, 0.669)  -0.0507
H (3.714, 0.926, -0.110)  0.0376
H (2.545, 0.300, 0.619)  -0.0215
O (-1.518, -2.787, 0.338)  -0.0362
H (-0.665, -2.785, -0.097)  0.0056
H (-2.002, -3.496, -0.084)  0.0506
O (-0.589, 2.098, 1.221)  -0.0009
H (-1.100, 2.348, 0.451)  0.0730
H (0.168, 2.684, 1.207)  0.0793
O (0.808, -1.720, 3.848)  0.0028
H (0.490, -2.615, 3.970)  0.0846
H (1.569, -1.655, 4.425)  0.0840
C (-1.113, -0.625, -2.308)  -0.0440
C (-0.182, 0.269, -3.145)  -0.5003
C (-0.925, 1.367, -3.903)  -0.0462
O (0.759, 0.928, -2.370)  -0.0473
H (-0.574, -1.545, -2.081)  0.0611
H (-2.019, -0.879, -2.857)  0.0959
H (-1.403, -0.127, -1.383)  0.0804
H (0.223, -0.422, -3.884)  0.1379
H (-1.596, 1.879, -3.214)  0.0928
H (-1.484, 0.751, -4.608)  0.0878
H (-0.361, 2.024, -4.565)  0.0928
H (0.825, 1.805, -2.754)  0.1028

[2]
The following is a quantum chemistry calculation of C3H23O9Y as an isolated structure at a distorted geometry, from the Open Molecules 2025 dataset.

Properties
LUMO level (alpha / beta)   -9.37 / -13.29 eV
HOMO-LUMO gap (alpha / beta)   11.513 / 7.334 eV
F_max   2.2 eV/Å
2S+1   2
Charge   +3

Each line ends with the Löwdin charge.
CARTESIAN COORDINATES (ANGSTROEM)
Y (0.894, 0.209, 0.462)  1.7089
C (-2.534, 0.173, -2.997)  0.0345
C (-2.352, 0.316, -1.441)  -0.4376
C (-2.880, -1.008, -0.854)  -0.0312
O (-1.071, 0.688, -0.999)  -0.0878
H (-3.601, 0.076, -3.200)  0.1173
H (-2.048, -0.761, -3.278)  0.0956
H (-2.037, 1.023, -3.464)  0.0986
H (-3.067, 1.073, -1.118)  0.1851
H (-3.929, -1.175, -1.099)  0.1158
H (-2.887, -0.886, 0.229)  0.0684
H (-2.249, -1.810, -1.236)  0.0847
O (0.323, 2.339, 1.230)  -0.0824
H (0.814, 2.933, 1.798)  0.1060
H (-0.270, 2.909, 0.741)  0.1061
O (2.034, 0.891, 2.550)  -0.0544
H (1.557, 0.787, 3.374)  0.0904
H (2.807, 1.405, 2.783)  0.1159
O (2.956, -0.991, 0.483)  -0.0601
H (3.069, -1.789, 1.000)  0.0987
H (3.808, -0.850, 0.071)  0.1068
O (2.504, 1.798, -0.321)  -0.0655
H (2.274, 2.222, -1.147)  0.0969
H (3.460, 1.836, -0.289)  0.1104
O (0.246, -2.030, -0.106)  -0.0638
H (-0.280, -2.598, 0.457)  0.0949
H (0.167, -2.416, -0.978)  0.1029
O (1.617, -0.084, -2.016)  -0.0484
H (2.206, -0.300, -2.739)  0.1123
H (0.841, 0.282, -2.440)  0.0571
O (0.883, -1.487, 2.535)  -0.0479
H (1.112, -1.212, 3.423)  0.0866
H (0.121, -2.055, 2.649)  0.0859
O (-1.142, 0.093, 1.833)  -0.0780
H (-1.457, -0.096, 2.717)  0.1112
H (-1.891, 0.494, 1.391)  0.0661